# 1
Molecular formula: C5H32N4O11
Method: DFT, wB97M-V/def2-TZVPD

Structure (XYZ):
```
52
Properties=species:S:1:pos:R:3:forces:R:3
N 1.4586 -3.2094 -0.8501 -3.096 -2.168 3.664
C 2.2114 -2.7787 -1.8191 0.897 0.448 0.668
N 1.9370 -1.4994 -2.1435 0.894 0.184 -1.581
O 3.1430 -3.4525 -2.1847 1.281 -0.270 -1.604
H 0.7329 -2.6909 -0.3763 0.108 0.239 -0.551
H 1.6314 -4.1185 -0.4454 0.182 0.161 -0.476
H 2.7681 -1.1423 -2.5928 -0.640 0.941 -0.111
H 1.1988 -1.0208 -1.6475 0.556 0.296 -0.059
N -1.4158 0.4603 -5.5130 -3.542 -1.176 -0.451
C -0.1986 0.8014 -5.1773 2.096 2.927 -5.844
N 0.2274 0.5472 -4.0298 0.455 -2.798 7.695
O 0.5393 1.3522 -5.9863 0.257 1.074 -1.097
H -1.7776 0.7731 -6.4026 0.323 -0.266 0.232
H -2.0345 -0.0296 -4.8827 0.022 0.208 -0.206
H -0.3519 -0.1230 -3.5446 0.419 0.105 0.696
H 0.9681 0.9561 -3.4782 0.030 -0.094 -1.129
C -0.5920 2.6535 3.6744 0.753 -0.791 0.631
C -0.3338 1.1574 3.2812 -2.874 2.729 -0.441
C 0.7926 0.5384 3.9879 0.737 -1.469 0.492
O -1.6230 0.4558 3.3179 0.819 -0.561 -0.993
H -0.6583 2.7792 4.7551 0.161 -0.166 0.222
H -1.5097 3.1127 3.3070 0.141 -0.252 -0.553
H 0.2977 3.1860 3.3381 -0.211 0.393 -0.023
H -0.0898 1.2502 2.2230 -0.234 -0.581 -0.147
H 1.3367 1.2599 4.5973 0.223 -0.243 -0.142
H 1.4081 0.0127 3.2579 0.707 0.485 0.060
H 0.4969 -0.3085 4.6071 -0.391 0.286 0.544
H -2.1840 0.5912 4.0851 0.499 0.373 0.392
O -1.7726 1.0034 -1.7889 0.155 -0.395 -0.625
H -2.2500 1.2470 -0.9959 -0.152 -0.082 0.744
H -1.6077 1.8344 -2.2345 0.135 0.129 -0.337
O -1.5850 -2.1173 -1.8899 0.418 -0.306 -0.706
H -1.9086 -2.2870 -1.0051 -0.263 0.213 0.471
H -1.7848 -1.1943 -2.0456 -0.268 0.315 0.150
O -2.1652 1.8290 0.7429 -0.196 0.317 -0.363
H -2.6830 2.6340 0.7463 -0.186 0.280 0.027
H -1.9768 1.6609 1.6662 -0.008 -0.452 0.487
O -2.0207 -1.5185 0.8673 -1.246 -0.228 -0.577
H -2.1968 -0.7229 1.3696 -0.063 0.198 0.156
H -1.1147 -1.7415 1.0808 0.479 0.124 0.252
O 0.2349 -2.0912 2.0261 0.309 -0.563 -0.040
H 0.1573 -1.5318 2.7990 -0.039 0.283 0.230
H 0.0721 -2.9760 2.3530 -0.045 -0.394 0.169
O 1.6828 2.6272 0.1759 -0.251 -0.305 0.270
H 2.5356 2.1958 0.1211 0.435 0.035 0.001
H 1.4498 2.8146 -0.7334 -0.090 0.204 -0.288
O 2.8467 -1.3847 1.6417 0.579 0.258 0.331
H 2.8846 -0.5134 1.2471 0.123 0.090 -0.175
H 2.0575 -1.7812 1.2726 -0.347 -0.164 -0.131
O 0.2872 -0.1741 -0.0697 0.548 -0.397 0.189
H -0.3728 0.0786 -0.7152 -0.724 0.299 -0.251
H 0.8511 0.5951 0.0107 0.125 0.529 0.127
```
Positions in Å, forces in eV/Å.

As for the spin multiplicity: 1. For the LUMO energy, the calculation gives -0.0143 Ha. Its SMILES is NC(N)=O.NC(N)=O.CC(C)O.O.O.O.O.O.O.O.O. The charge is 0. The calculation puts the gap between HOMO and LUMO at 0.3241 hartree.

# 2
Molecular formula: C48H58N4O4PSSiSr
Method: DFT, wB97M-V/def2-TZVPD

Structure (XYZ):
```
118
Properties=species:S:1:pos:R:3:forces:R:3
Sr 11.4293 12.6432 16.7799 0.289 1.988 1.429
C 13.2481 13.9216 13.3663 -0.101 -0.221 0.305
C 13.2886 12.4124 13.6067 -1.001 1.072 0.906
C 13.7186 11.6344 12.5485 0.687 -1.197 0.620
C 13.8175 10.2558 12.7024 -0.863 0.155 -0.248
C 13.4004 9.6686 13.8819 -0.250 2.479 1.515
C 12.9114 10.5187 14.9402 -0.177 0.943 -2.838
N 12.7643 11.9040 14.7700 1.647 -2.419 -1.078
C 12.2743 9.8029 16.0441 -1.107 -2.360 2.589
C 12.7892 8.5215 16.4787 0.190 1.951 -1.252
C 12.1779 7.8596 17.4913 -0.956 -1.508 2.117
C 11.0360 8.3869 18.1837 -0.114 0.542 -1.190
C 10.4358 9.5277 17.5595 2.929 -0.829 0.386
N 11.1152 10.2255 16.6265 1.243 -0.775 -1.774
C 9.2240 10.1954 17.9699 -1.549 0.369 1.515
C 8.1234 9.4300 18.3856 1.033 2.083 0.173
C 7.1047 10.1112 19.0481 -0.393 -0.084 -0.950
C 7.0618 11.5036 18.9975 -0.477 -0.837 1.126
C 8.1569 12.1815 18.4734 0.162 -0.042 0.688
C 8.1480 13.6661 18.4729 0.670 0.682 -0.859
N 9.2721 11.5522 18.0749 -0.729 -0.701 -0.786
H 14.1890 14.4388 13.6355 -0.199 -0.536 -0.191
H 13.0872 14.0236 12.2727 -0.112 0.486 0.807
H 12.4889 14.4340 13.9952 0.169 -0.362 -0.688
H 14.0431 12.0747 11.6255 -0.052 0.308 -0.187
H 14.0326 9.6370 11.8422 0.368 -0.045 0.060
H 13.3760 8.6254 14.0305 0.048 -0.927 -0.056
H 13.7115 8.1201 16.0608 -0.323 0.103 -0.009
H 12.5978 6.8463 17.7861 -0.530 1.546 -0.099
H 10.6741 7.9812 19.1626 0.163 0.194 -1.355
H 8.1661 8.3913 18.2114 -0.214 -1.065 0.168
H 6.3117 9.5169 19.4788 -0.193 0.217 0.135
H 6.2304 12.0368 19.5144 0.803 -0.335 -0.736
H 9.1415 14.0214 18.1332 -0.445 0.141 0.413
H 7.9153 14.1231 19.4376 0.120 -0.175 -0.085
H 7.4179 14.0327 17.7398 0.030 -0.031 0.185
O 12.7396 12.1874 18.9228 1.062 -0.752 1.324
N 12.5456 13.6394 18.9250 0.067 -0.343 -0.575
C 11.9693 14.1427 20.0234 -0.254 -0.492 0.435
C 11.2750 15.3829 19.8775 1.330 0.073 -1.206
C 10.2867 15.8356 20.7544 -0.904 1.041 -0.459
C 9.5284 16.9845 20.4347 1.301 -0.264 -0.277
C 9.8732 17.8572 19.3419 -0.834 -1.161 0.397
C 10.7756 17.3206 18.4178 0.210 1.185 1.081
C 11.5315 16.1667 18.6850 -1.845 0.150 -0.306
P 12.5728 15.6504 17.3354 1.218 -1.233 -0.313
C 11.9900 16.4809 15.8382 -0.974 1.425 -0.249
C 10.7095 16.0612 15.3030 2.104 -0.260 0.976
C 10.3731 16.4493 14.0391 -2.191 0.105 -1.024
C 11.1223 17.3507 13.2810 0.929 -0.302 -0.154
C 12.2554 17.8695 13.8797 1.371 0.716 -0.498
C 12.7256 17.4707 15.1607 -1.881 -1.181 -0.948
C 14.1925 16.4382 17.7995 -1.367 0.078 0.304
C 15.3809 15.8995 17.3167 1.076 0.036 0.404
C 16.5347 16.7489 17.2747 -1.497 -0.762 -0.054
C 16.4142 18.0670 17.7283 0.273 -0.610 -0.229
C 15.3542 18.3696 18.5756 -0.750 0.728 -1.024
C 14.1799 17.6271 18.5686 0.265 -0.661 0.162
H 13.5490 11.9360 19.4537 -1.167 0.599 -0.832
H 12.0801 13.5938 20.9595 -0.459 0.166 0.041
H 10.0868 15.1844 21.6041 -0.366 0.378 -0.031
H 8.6421 17.1769 20.9992 -0.216 0.391 0.598
H 9.3449 18.8381 19.1949 0.567 -1.297 0.044
H 10.9974 17.9184 17.5334 -0.038 -0.235 0.134
H 10.1016 15.3442 15.8964 0.214 0.622 -0.472
H 9.3956 16.1448 13.6179 0.662 -0.130 0.268
H 10.9598 17.5331 12.1917 -0.302 0.023 1.249
H 12.8475 18.5792 13.2564 -0.330 -0.519 0.784
H 13.6334 17.8193 15.5990 0.482 0.393 0.014
H 15.3984 14.7876 17.0993 0.112 1.613 -0.283
H 17.4489 16.3569 16.8620 0.160 0.147 -0.263
H 17.0780 18.8587 17.3591 0.203 -0.510 0.781
H 15.3135 19.3420 19.0159 0.131 0.474 0.419
H 13.3048 17.9608 19.1877 0.864 -0.456 -1.001
C 12.0887 12.3483 4.3122 1.176 0.206 -1.296
C 11.2327 13.1212 5.2948 0.004 -1.455 -1.331
C 11.2048 14.4404 4.5158 -1.154 3.101 2.375
C 11.9918 13.0639 6.5862 2.573 2.457 0.308
O 9.9927 12.4530 5.3882 -0.334 0.422 0.240
Si 8.7145 12.4293 6.4189 1.221 -0.898 -0.918
S 8.8885 10.5818 7.5081 0.732 0.056 0.454
O 7.6228 12.0024 5.2475 -0.399 0.960 -0.014
C 6.3833 11.3137 5.3826 0.542 -0.865 2.455
C 6.5015 9.8238 4.9196 0.174 1.017 -1.375
C 5.2403 12.1467 4.7972 0.376 1.220 -1.055
C 6.1478 11.1764 6.9055 -0.192 -0.535 1.025
O 8.8195 13.6298 7.5241 -1.025 0.461 -0.724
C 8.3516 15.0138 7.9507 0.417 -3.345 0.127
C 7.4900 14.6487 9.2671 3.059 0.628 0.393
C 7.3476 15.5283 6.9293 -0.854 0.643 0.700
C 9.7368 15.6822 8.2692 -1.309 0.874 -0.198
H 13.0250 12.9191 4.1226 -0.453 -0.204 0.319
H 11.5928 12.4039 3.3332 0.012 -0.887 0.280
H 12.4541 11.3847 4.6112 -0.468 -0.831 0.143
H 11.7595 15.1080 5.2252 0.049 0.010 -1.053
H 10.2442 15.0612 4.3619 1.024 -1.626 0.252
H 11.7396 14.3353 3.5877 -0.144 0.469 -0.213
H 11.5586 13.6494 7.4230 0.381 -0.039 -0.588
H 13.0953 13.4230 6.2802 -2.345 -0.292 1.177
H 12.1805 12.0890 6.9743 -0.361 -1.065 -0.092
H 6.8733 9.9003 3.8281 -0.735 -0.736 1.618
H 5.4446 9.4484 5.0116 1.170 -0.140 -0.429
H 7.2254 9.2197 5.5649 -1.030 0.995 -1.007
H 5.2953 12.3268 3.6720 0.163 -0.515 1.387
H 5.2799 13.1831 5.2532 -0.072 -1.163 -0.350
H 4.2692 11.7041 5.0220 0.069 -0.023 0.000
H 6.8337 10.4417 7.4576 -0.536 0.756 -1.020
H 5.1879 10.7232 7.1173 -0.557 0.149 -0.005
H 6.2388 12.1104 7.4808 -0.223 0.021 -0.333
H 6.4406 14.3973 9.1162 0.327 -0.260 -0.247
H 7.5473 15.5262 9.9239 -0.308 0.003 -0.027
H 8.1170 13.8590 9.8111 -1.287 0.804 -0.822
H 7.0007 16.4948 7.3189 0.046 0.062 -0.141
H 6.4570 14.8737 7.0913 0.654 0.377 -0.809
H 7.5641 15.6925 5.8598 0.450 -0.497 0.577
H 10.1351 15.2286 9.1975 -0.149 0.217 -0.572
H 9.4837 16.7439 8.4581 0.497 -0.299 0.128
H 10.5141 15.6527 7.4533 -1.167 -0.222 0.693
```
Positions in Å, forces in eV/Å.

As for the spin multiplicity: 1. For the LUMO energy (alpha / beta), the calculation gives -0.1313 / -0.1313 Ha. The charge is +1. The calculation puts the gap between HOMO and LUMO (alpha / beta) at 0.2057 / 0.1315 hartree.

# 3
Molecular formula: C26H33N5O3
Method: DFT, wB97M-V/def2-TZVPD

Structure (XYZ):
```
67
Properties=species:S:1:pos:R:3:forces:R:3
C -6.4093 3.7258 -3.2773 -0.104 -0.029 -0.147
O -5.5927 3.9385 -2.1546 0.196 0.002 0.185
C -4.3834 3.3056 -2.0910 0.200 0.058 0.290
C -3.6200 3.5534 -0.9551 -0.365 0.008 -0.326
C -2.3838 2.9614 -0.7973 -0.047 -0.004 -0.060
C -1.8792 2.1077 -1.7695 -0.330 0.092 -0.146
N -0.6458 1.4730 -1.6900 0.218 -0.428 -0.579
C 0.3001 1.5068 -0.7126 0.135 0.209 0.594
C 1.4704 0.7160 -0.9121 0.394 -0.036 0.230
C 2.4540 0.7115 0.0352 -0.430 0.256 -0.245
C 3.6689 -0.1457 -0.1418 -0.147 -0.355 -0.384
O 4.8103 0.2483 0.0029 0.167 0.263 0.162
N 3.3601 -1.4133 -0.5058 0.003 -0.040 -0.131
C 4.3593 -2.4586 -0.4676 0.298 -0.137 -0.140
C 3.8164 -3.7094 0.2239 -0.068 0.264 0.156
C 3.1039 -3.3774 1.5392 0.104 -0.192 -0.168
N 1.7834 -2.8041 1.3005 -0.201 -0.140 0.112
C 0.7704 -3.8200 1.0638 -0.251 0.013 -0.150
C -0.5512 -3.1449 0.6760 0.097 -0.178 0.015
N -1.0342 -2.2105 1.6710 -0.092 0.015 -0.056
C -1.6415 -2.8311 2.8284 0.055 -0.001 -0.033
C 0.0147 -1.2604 1.9829 0.200 0.056 0.134
C 1.3464 -1.9174 2.3694 -0.235 0.229 -0.008
C 2.2874 1.5035 1.2078 -0.340 0.226 0.014
C 3.2302 1.5712 2.2476 0.145 0.033 0.210
C 2.9831 2.3319 3.3596 0.172 -0.156 -0.013
C 1.7852 3.0496 3.4758 -0.163 0.077 -0.038
C 0.8489 3.0063 2.4794 0.094 0.009 0.138
C 1.0739 2.2351 1.3216 0.700 -0.271 0.190
N 0.1188 2.2250 0.3726 -0.428 -0.125 -0.659
C -2.6511 1.8555 -2.9183 0.225 -0.007 0.204
O -2.0851 0.9973 -3.8357 0.071 0.291 0.553
C -2.7977 0.7044 -5.0105 -0.112 -0.089 -0.255
C -3.8918 2.4512 -3.0748 -0.198 -0.009 -0.201
H -6.6940 2.6726 -3.3775 0.021 0.033 -0.009
H -5.9243 4.0612 -4.2006 -0.012 -0.027 0.027
H -7.3046 4.3224 -3.1082 0.040 -0.060 -0.064
H -4.0153 4.2170 -0.2038 -0.043 0.088 0.110
H -1.7850 3.1459 0.0777 -0.091 0.039 -0.022
H -0.4390 0.9013 -2.4971 0.032 0.073 0.170
H 1.5712 0.1357 -1.8184 0.043 -0.074 -0.063
H 2.4104 -1.7336 -0.3508 0.044 0.193 0.151
H 4.6770 -2.7066 -1.4878 0.094 0.012 0.144
H 5.2290 -2.0596 0.0652 -0.090 -0.082 -0.087
H 4.6463 -4.3884 0.4233 -0.007 -0.051 -0.088
H 3.1215 -4.2189 -0.4455 -0.004 -0.133 0.000
H 3.0346 -4.2837 2.1637 -0.007 0.116 0.040
H 3.7020 -2.6437 2.0853 -0.005 -0.009 0.050
H 1.0956 -4.4695 0.2484 -0.024 -0.048 0.034
H 0.6221 -4.4518 1.9583 0.063 0.000 -0.035
H -1.3162 -3.9029 0.4965 0.000 0.008 -0.050
H -0.3974 -2.5796 -0.2493 0.027 -0.093 -0.071
H -2.4633 -3.4626 2.4920 -0.049 -0.047 0.064
H -2.0485 -2.0465 3.4649 -0.043 -0.023 0.082
H -0.9582 -3.4453 3.4316 -0.025 -0.023 0.045
H -0.3202 -0.6053 2.7885 0.002 0.052 -0.016
H 0.1708 -0.6492 1.0899 0.082 0.065 0.057
H 2.0978 -1.1369 2.5105 0.007 -0.020 0.055
H 1.2342 -2.4624 3.3231 0.075 0.007 -0.014
H 4.1595 1.0318 2.1462 0.074 -0.021 -0.004
H 3.7137 2.3838 4.1535 0.070 -0.014 0.037
H 1.6076 3.6433 4.3610 -0.042 0.055 0.049
H -0.0771 3.5555 2.5496 -0.103 0.050 -0.002
H -2.1651 0.0217 -5.5764 -0.089 0.048 -0.001
H -3.7512 0.2128 -4.7914 0.039 0.041 0.001
H -2.9788 1.6042 -5.6073 -0.002 -0.032 0.044
H -4.4738 2.2512 -3.9586 -0.043 -0.027 -0.085
```
Positions in Å, forces in eV/Å.

As for the spin multiplicity: 1. For the LUMO energy, the calculation gives 0.0136 Ha. Its SMILES is COc1ccc(Nc2cc(C(=O)NCCCN3CCN(C)CC3)c3ccccc3n2)c(OC)c1. The charge is 0. The calculation puts the gap between HOMO and LUMO at 0.2772 hartree.

F_max for the records above, in order: 0.159; 0.079; 0.015 hartree/bohr